<P>
{"formula": "C3H5NO2", "method": "wB97M-V/def2-TZVPD", "e_homo_ev": -10.831, "total_charge": 0, "homo_lumo_gap_ev": 11.70, "lumo_energy_ev": 0.873, "smiles": "[H]/N=C(\\C)OC=O", "symbols": ["C", "C", "O", "N", "C", "O", "H", "H", "H", "H", "H"], "coordinates": [[1.1071, -0.5468, -0.2586], [0.1241, 0.0544, 0.7044], [-1.2181, -0.1991, 0.3867], [0.3121, 0.6700, 1.7831], [-1.7324, 0.3287, -0.7372], [-1.1554, 1.0314, -1.5221], [1.0541, -0.0138, -1.2120], [0.8572, -1.5981, -0.4359], [2.1229, -0.4846, 0.1397], [1.3095, 0.7447, 1.9729], [-2.7812, 0.0133, -0.8210]], "nbo_charge": [-0.715, 0.561, -0.515, -0.611, 0.654, -0.572, 0.261, 0.236, 0.226, 0.346, 0.129]}

***

<Q>
{"formula": "C3H5NO2", "method": "wB97M-V/def2-TZVPD", "e_homo_ev": -8.627, "total_charge": 0, "homo_lumo_gap_ev": 9.53, "lumo_energy_ev": 0.899, "smiles": "C[C@H]1OC=NO1", "symbols": ["C", "C", "C", "H", "H", "H", "H", "H", "N", "O", "O"], "coordinates": [[0.1560, 0.2235, -1.4876], [-0.2180, -0.5185, -0.2165], [0.2369, 0.1269, 1.8089], [1.3882, -0.0287, -1.5973], [-0.3799, -0.0158, -2.4678], [0.1074, 1.3582, -1.3395], [-0.2156, -1.5666, -0.2239], [0.6056, 0.5912, 2.5941], [-1.0455, 0.3504, 1.6864], [0.7472, -0.3441, 0.7249], [-1.3823, -0.1764, 0.5183]], "nbo_charge": [-0.667, 0.337, 0.268, 0.231, 0.241, 0.232, 0.162, 0.195, -0.153, -0.475, -0.373]}

***

<R>
{"formula": "C3H5NO2", "method": "wB97M-V/def2-TZVPD", "e_homo_ev": -10.200, "total_charge": 0, "homo_lumo_gap_ev": 10.88, "lumo_energy_ev": 0.677, "smiles": "CC(=O)NC=O", "symbols": ["C", "C", "O", "N", "C", "O", "H", "H", "H", "H", "H"], "coordinates": [[-1.7182, 0.0325, -0.1209], [-0.3324, 0.4019, 0.3460], [-0.0959, 1.3216, 1.0965], [0.6856, -0.3975, -0.1724], [2.0282, -0.0709, -0.0720], [2.9013, -0.7459, -0.5608], [-1.7366, -0.0830, -1.2088], [-2.4061, 0.8241, 0.1767], [-2.0392, -0.9128, 0.3288], [0.4680, -1.2138, -0.7291], [2.1878, 0.8714, 0.4718]], "nbo_charge": [-0.720, 0.693, -0.569, -0.669, 0.540, -0.557, 0.230, 0.249, 0.240, 0.411, 0.150]}

***

It is <Q> that is the least stable of them.

***

<P>
{"formula": "C4H13N2S", "method": "wB97M-V/def2-TZVPD", "e_homo_ev": -13.087, "total_charge": 1, "homo_lumo_gap_ev": 9.44, "lumo_energy_ev": -3.651, "smiles": "CNC[C@H]([NH3+])CS", "symbols": ["N", "C", "C", "S", "C", "N", "C", "H", "H", "H", "H", "H", "H", "H", "H", "H", "H", "H", "H", "H"], "coordinates": [[0.8874, 1.7019, 0.9217], [0.2189, 0.4525, 0.3614], [1.3007, -0.5455, 0.2913], [1.9074, -1.0276, 1.9893], [-0.3800, 0.4570, -0.9878], [-1.0141, -0.8480, -1.4057], [-2.1450, -0.9342, -0.5445], [1.1526, 1.4821, 1.8812], [1.6991, 1.8465, 0.2863], [0.2699, 2.5484, 0.9997], [-0.6666, 0.1239, 0.9448], [2.1947, -0.2084, -0.2413], [1.1569, -1.4647, -0.1205], [3.0500, -1.5808, 1.3737], [0.3640, 0.6464, -1.7559], [-1.1211, 1.2701, -1.1194], [-1.3462, -0.7648, -2.3406], [-2.8479, -0.1067, -0.3522], [-2.7408, -1.8008, -0.7263], [-1.9397, -1.2472, 0.5449]], "nbo_charge": [-0.680, -0.116, -0.516, -0.083, -0.254, -0.580, -0.470, 0.464, 0.453, 0.455, 0.260, 0.220, 0.271, 0.174, 0.212, 0.196, 0.384, 0.185, 0.239, 0.187]}

***

<Q>
{"formula": "C4H13N2S", "method": "wB97M-V/def2-TZVPD", "e_homo_ev": -12.287, "total_charge": 1, "homo_lumo_gap_ev": 9.01, "lumo_energy_ev": -3.277, "smiles": "NC[C@@H]([NH3+])CCS", "symbols": ["N", "C", "C", "C", "S", "C", "N", "H", "H", "H", "H", "H", "H", "H", "H", "H", "H", "H", "H", "H"], "coordinates": [[0.8756, -1.4089, -1.0091], [0.2415, -0.6245, 0.0985], [1.1118, 0.6173, 0.3429], [0.4655, 1.5824, 1.2957], [1.2133, 3.2362, 1.5520], [-1.1995, -0.4074, -0.2879], [-1.7112, -1.6151, -0.9503], [1.7362, -1.8522, -0.6838], [0.1135, -2.0308, -1.3659], [1.1384, -0.9396, -1.8825], [0.2482, -1.3374, 0.9285], [2.0766, 0.3192, 0.7629], [1.2879, 1.0602, -0.6377], [-0.5435, 1.8054, 0.9467], [0.2728, 1.1530, 2.2814], [0.3478, 3.9570, 0.8129], [-1.3628, 0.4271, -0.9761], [-1.8185, -0.1154, 0.5668], [-2.5547, -1.4395, -1.4697], [-1.9389, -2.3873, -0.3253]], "nbo_charge": [-0.703, -0.043, -0.425, -0.534, 0.002, -0.262, -0.871, 0.442, 0.474, 0.435, 0.220, 0.230, 0.216, 0.220, 0.232, 0.137, 0.219, 0.226, 0.402, 0.384]}

***

<R>
{"formula": "C4H13N2S", "method": "wB97M-V/def2-TZVPD", "e_homo_ev": -12.848, "total_charge": 1, "homo_lumo_gap_ev": 9.45, "lumo_energy_ev": -3.399, "smiles": "CNC[C@H]([NH3+])CS", "symbols": ["N", "C", "C", "S", "C", "N", "C", "H", "H", "H", "H", "H", "H", "H", "H", "H", "H", "H", "H", "H"], "coordinates": [[-0.7672, -0.4494, 1.9369], [-0.1007, -0.3621, 0.5247], [1.3643, -0.7444, 0.6339], [1.6587, -2.2827, 1.5360], [-0.3543, 1.0439, -0.0217], [0.3085, 1.1830, -1.2951], [-0.5240, 0.7873, -2.4437], [-1.1346, 0.4792, 2.1548], [-1.5647, -1.0806, 1.9032], [-0.1093, -0.7599, 2.6544], [-0.6776, -1.0883, -0.0488], [1.9178, 0.0055, 1.1979], [1.7057, -0.7674, -0.4015], [1.0649, -3.1117, 0.6638], [0.1149, 1.7499, 0.6769], [-1.4352, 1.2349, -0.0623], [0.6963, 2.1095, -1.3871], [0.1039, 0.6326, -3.3123], [-1.0132, -0.1295, -2.1737], [-1.2543, 1.5503, -2.7364]], "nbo_charge": [-0.696, -0.031, -0.567, -0.001, -0.247, -0.629, -0.417, 0.434, 0.445, 0.456, 0.215, 0.238, 0.280, 0.138, 0.208, 0.188, 0.386, 0.224, 0.183, 0.194]}

***

It is <P> that is the least stable of them.